ORCA calculation (ωB97M-V/def2-TZVPD) on a gas-phase ion, C2H7N2O2 (charge +1) in a non-equilibrium geometry.

The total charge is +1. The calculation puts the LUMO energy (spin up / spin down) at -8.04 / -8.03 eV. Its largest force on an atom is 0.2171 hartree/bohr. As for the energy relative to the best compared isomer or geometry (same formula, charge and spin): 810.7 kJ/mol. Its gap between HOMO and LUMO (spin up / spin down) is 0.3332 / 0.3335 hartree. The spin multiplicity is 1.

Geometry as XYZ:
```
13
Properties=species:S:1:pos:R:3:nbo_charge:R:1
C 0.876 -0.724 0.665 -0.439
N 0.088 0.258 -0.092 0.127
C -1.350 -0.070 -0.114 -0.444
O 0.311 1.491 0.503 -0.472
N 0.447 0.452 -1.440 0.264
O 1.677 -0.302 -1.770 -0.135
H 1.924 -0.420 0.664 0.273
H 0.516 -0.749 1.692 0.261
H 0.786 -1.705 0.202 0.260
H -1.897 0.678 -0.691 0.256
H -1.510 -1.049 -0.565 0.264
H -1.723 -0.077 0.913 0.269
H -0.146 2.218 0.034 0.516
```



ORCA calculation (ωB97M-V/def2-TZVPD) on C13H11N3O3 in the gas phase in a non-equilibrium geometry.

The calculation puts the LUMO energy at -0.59 eV. Its largest force on an atom is 0.0646 hartree/bohr. As for the energy relative to the best compared isomer or geometry (same formula, charge and spin): 193.7 kJ/mol. Its gap between HOMO and LUMO is 0.3331 hartree. The spin multiplicity is 1.

Geometry as XYZ:
```
30
Properties=species:S:1:pos:R:3:nbo_charge:R:1
O -0.394 3.169 1.908 -0.524
C 0.551 2.639 1.351 0.587
C 0.222 1.485 0.400 -0.153
C -1.043 1.407 -0.282 -0.149
C -1.289 0.238 -0.972 -0.222
C -0.426 -0.860 -0.910 0.157
N -0.883 -2.041 -1.541 -0.329
C -0.116 -3.009 -2.025 0.175
N -0.875 -3.922 -2.613 -0.410
C -2.148 -3.599 -2.336 0.152
N -3.406 -4.313 -2.569 0.504
O -4.472 -3.707 -2.217 -0.409
O -3.390 -5.420 -3.104 -0.323
C -2.169 -2.349 -1.768 -0.049
C 0.788 -0.778 -0.251 -0.244
C 1.119 0.404 0.374 -0.129
C 2.050 2.849 1.746 -0.350
C 2.464 3.815 2.825 -0.396
C 2.676 2.346 2.996 -0.400
H -1.717 2.259 -0.285 0.245
H -2.205 0.214 -1.587 0.226
H 0.920 -2.999 -1.992 0.207
H -3.079 -1.831 -1.517 0.259
H 1.274 -1.762 -0.296 0.223
H 2.053 0.471 0.989 0.229
H 2.694 2.838 0.890 0.229
H 3.394 4.456 2.673 0.222
H 1.703 4.232 3.425 0.232
H 2.038 1.870 3.670 0.216
H 3.666 1.900 3.020 0.220
```



ORCA calculation (ωB97M-V/def2-TZVPD) on 4 unconnected molecules or ions with the total composition C4H9ClS in a non-equilibrium geometry.

The calculation puts the LUMO energy at 0.43 eV. Its largest force on an atom is 0.1750 hartree/bohr. As for the energy relative to the best compared isomer or geometry (same formula, charge and spin): 631.0 kJ/mol. Its gap between HOMO and LUMO is 0.3588 hartree. The spin multiplicity is 1.

Geometry as XYZ:
```
15
Properties=species:S:1:pos:R:3:nbo_charge:R:1
C -1.321 -0.191 0.538 -0.691
C 0.036 0.043 0.576 -0.092
C 0.733 -1.383 0.061 -0.669
C 0.514 1.270 -0.257 -0.548
H -1.763 -1.033 1.273 0.241
H -2.160 0.556 0.756 0.242
H -1.596 -0.570 -0.449 0.232
H 1.042 -1.897 1.413 0.265
H 1.910 -1.190 -0.956 0.255
H -0.416 -2.063 -0.733 0.233
H -0.102 2.018 0.240 0.221
H 1.536 1.467 0.001 0.242
H 0.990 1.686 -2.759 0.148
S 0.134 1.008 -1.992 -0.037
Cl 0.464 0.278 2.288 -0.042
```



ORCA calculation (ωB97M-V/def2-TZVPD) on C4H5N3O in the gas phase in a non-equilibrium geometry.

The calculation puts the LUMO energy at -0.14 eV. Its largest force on an atom is 0.1232 hartree/bohr. As for the energy relative to the best compared isomer or geometry (same formula, charge and spin): 591.6 kJ/mol. Its gap between HOMO and LUMO is 0.3444 hartree. The spin multiplicity is 1.

Geometry as XYZ:
```
13
Properties=species:S:1:pos:R:3:nbo_charge:R:1
H 0.509 -2.400 2.007 0.354
N -0.049 -1.898 1.136 -0.720
C 0.357 -0.803 0.653 0.405
N 1.534 -0.258 0.570 -0.331
O 1.763 1.128 0.413 -0.524
C -0.818 -0.193 -0.187 -0.202
C -2.152 -0.507 -0.166 -0.243
C -0.652 0.987 -0.972 0.240
N -0.594 1.742 -1.907 -0.332
H 2.379 -0.820 1.022 0.394
H 1.567 1.224 -0.733 0.500
H -2.312 -1.229 0.520 0.224
H -2.894 0.186 -0.686 0.236
```



ORCA calculation (ωB97M-V/def2-TZVPD) on 5 unconnected molecules or ions with the total composition C30H54ClFO9S.

The calculation puts the LUMO energy at 0.43 eV. Its largest force on an atom is 0.0136 hartree/bohr. Its gap between HOMO and LUMO is 0.3491 hartree. The spin multiplicity is 1.

Geometry as XYZ:
```
96
Properties=species:S:1:pos:R:3:mulliken_charge:R:1
C 4.728 1.200 0.596 -0.737
C 4.971 2.482 -0.238 -0.815
C 3.774 3.445 -0.179 -0.811
C 2.581 2.861 -0.940 -0.628
C 1.221 3.376 -0.451 -0.603
O 1.199 3.401 0.983 -0.444
C 0.797 2.189 1.435 -0.206
O 1.026 1.799 2.546 -0.571
C 0.049 1.429 0.332 1.555
C -1.258 0.849 0.941 -2.025
C -1.527 -0.645 0.704 0.719
C -1.177 -1.202 -0.665 -0.730
Cl -0.711 -1.607 1.977 -0.074
C 0.016 2.465 -0.810 1.185
C 0.009 2.038 -2.295 -1.216
C 1.080 1.085 -2.752 -0.153
O 1.464 0.080 -2.254 -0.264
F 1.567 1.472 -3.945 -0.364
S -1.437 3.594 -0.664 1.869
C -2.828 2.703 -1.335 -1.178
O -1.166 4.696 -1.557 -0.779
O -1.700 3.867 0.729 -0.734
H 3.907 1.340 1.306 0.051
H 4.483 0.349 -0.045 0.178
H 5.615 0.930 1.172 0.419
H 5.854 2.993 0.148 0.426
H 5.146 2.192 -1.276 0.355
H 3.525 3.605 0.870 0.364
H 4.067 4.401 -0.623 0.418
H 2.675 3.144 -1.996 0.652
H 2.620 1.773 -0.904 0.072
H 1.101 4.406 -0.790 0.853
H 0.706 0.584 0.107 -0.405
H -2.145 1.393 0.636 0.243
H -1.185 0.989 2.020 0.545
H -2.592 -0.820 0.871 0.115
H -1.657 -2.172 -0.795 0.438
H -0.108 -1.372 -0.767 -0.100
H -1.525 -0.520 -1.447 0.113
H -0.940 1.581 -2.580 0.681
H 0.104 2.942 -2.900 0.472
H -3.620 2.769 -0.587 0.493
H -2.612 1.649 -1.499 0.302
H -3.145 3.186 -2.258 0.289
C 3.195 -4.852 0.078 -0.670
C 3.510 -3.360 0.155 -0.354
C 2.432 -2.772 -0.747 0.538
O 1.297 -3.636 -0.630 -0.356
C 1.673 -4.838 0.044 -0.431
H 3.590 -5.425 0.915 0.378
H 3.592 -5.277 -0.847 0.261
H 3.385 -3.001 1.179 0.075
H 4.516 -3.105 -0.174 0.427
H 2.752 -2.746 -1.794 0.141
H 2.142 -1.764 -0.454 -0.499
H 1.256 -4.821 1.057 0.233
H 1.246 -5.688 -0.491 0.269
C 1.522 -1.121 4.962 -0.243
C 2.213 -1.937 6.052 -0.643
C 3.312 -2.634 5.258 -0.482
O 3.666 -1.748 4.197 -0.431
C 2.700 -0.693 4.098 0.401
H 0.950 -0.275 5.338 0.365
H 0.851 -1.758 4.384 -0.019
H 2.648 -1.273 6.802 0.272
H 1.554 -2.640 6.560 0.361
H 2.950 -3.575 4.828 0.246
H 4.201 -2.847 5.853 0.304
H 3.147 0.235 4.467 0.129
H 2.429 -0.552 3.053 -0.268
C -4.210 -4.376 3.188 -0.553
C -5.438 -3.466 3.181 -0.568
C -4.908 -2.250 2.433 -0.434
O -3.939 -2.744 1.507 -0.307
C -3.615 -4.101 1.814 -0.247
H -4.445 -5.428 3.341 0.361
H -3.515 -4.063 3.970 0.239
H -6.252 -3.932 2.622 0.266
H -5.805 -3.218 4.176 0.330
H -4.419 -1.547 3.117 0.244
H -5.682 -1.714 1.881 0.300
H -4.057 -4.752 1.052 0.245
H -2.531 -4.216 1.784 0.133
C -2.476 3.570 -6.808 -0.608
C -3.871 2.949 -6.839 -0.583
C -3.901 2.194 -5.517 -0.512
O -3.081 2.942 -4.614 -0.265
C -2.331 3.927 -5.335 -0.253
H -2.367 4.435 -7.460 0.356
H -1.727 2.829 -7.095 0.279
H -4.632 3.732 -6.845 0.267
H -4.043 2.299 -7.695 0.347
H -3.483 1.187 -5.625 0.289
H -4.903 2.109 -5.095 0.284
H -2.748 4.915 -5.121 0.276
H -1.297 3.907 -4.987 0.140
```



Please write out number 1 again, unchanged.
ORCA calculation (ωB97M-V/def2-TZVPD) on a gas-phase ion, C2H7N2O2 (charge +1) in a non-equilibrium geometry.

The total charge is +1. The calculation puts the LUMO energy (spin up / spin down) at -8.04 / -8.03 eV. Its largest force on an atom is 0.2171 hartree/bohr. As for the energy relative to the best compared isomer or geometry (same formula, charge and spin): 810.7 kJ/mol. Its gap between HOMO and LUMO (spin up / spin down) is 0.3332 / 0.3335 hartree. The spin multiplicity is 1.

Geometry as XYZ:
```
13
Properties=species:S:1:pos:R:3:nbo_charge:R:1
C 0.876 -0.724 0.665 -0.439
N 0.088 0.258 -0.092 0.127
C -1.350 -0.070 -0.114 -0.444
O 0.311 1.491 0.503 -0.472
N 0.447 0.452 -1.440 0.264
O 1.677 -0.302 -1.770 -0.135
H 1.924 -0.420 0.664 0.273
H 0.516 -0.749 1.692 0.261
H 0.786 -1.705 0.202 0.260
H -1.897 0.678 -0.691 0.256
H -1.510 -1.049 -0.565 0.264
H -1.723 -0.077 0.913 0.269
H -0.146 2.218 0.034 0.516
```